No. 1
ORCA calculation (wB97M-V/def2-TZVPD) on C30H28BaN6O3S4Si as an isolated structure.

The geometry in XYZ format:
```
73
Properties=species:S:1:pos:R:3:forces:R:3
Ba 0.470163 -0.446221 -0.180791 0.4965 -3.8160 1.9591
C 3.739406 -1.605922 -1.881641 -0.2287 0.1397 0.1635
Si 4.237206 -0.097606 -0.854466 0.3565 -0.2920 0.0124
C 5.106190 1.024812 -2.142534 -0.1356 0.0264 0.1950
C 5.537168 -0.757841 0.367328 -0.1452 0.1575 -0.1083
N 2.896571 0.597437 -0.066069 0.4963 0.4872 -0.0124
C 3.006915 1.687087 0.731161 -0.0494 -0.2689 -0.1621
C 4.202313 2.439932 0.900786 -0.0418 0.0713 0.0440
C 4.321375 3.514353 1.759055 -0.0045 0.0025 0.0265
C 3.244354 3.912560 2.535601 0.0353 0.0890 0.0401
C 2.052383 3.211437 2.407951 -0.1473 -0.1499 0.0173
C 1.914944 2.164520 1.515060 0.3994 0.4106 0.3029
O 0.707137 1.447831 1.454514 0.4495 1.0152 0.6041
C -0.468473 2.084171 1.740051 -0.4467 0.1955 0.2442
C -1.430818 1.347651 2.424607 0.2413 -0.2426 0.0629
C -2.662687 1.911632 2.714476 -0.0568 0.1237 -0.0450
C -2.943570 3.216389 2.335056 -0.0454 -0.0034 0.0381
C -1.984271 3.945684 1.642607 -0.0287 -0.0404 -0.0002
C -0.754211 3.387331 1.337444 0.1214 -0.0666 -0.2613
H 4.636311 -2.084832 -2.283071 0.0258 0.0294 0.0034
H 3.100660 -1.330661 -2.725964 0.0459 -0.0043 -0.0144
H 3.213068 -2.337082 -1.260651 -0.0108 0.0009 -0.0258
H 5.835797 0.465187 -2.734905 -0.0153 -0.0602 0.0190
H 5.620196 1.877253 -1.694015 0.0226 -0.0059 -0.0260
H 4.353076 1.431031 -2.825292 0.0109 -0.0214 -0.0174
H 6.335033 -1.311609 -0.136188 0.0026 0.0221 -0.0299
H 5.031794 -1.439728 1.056760 -0.0232 -0.0205 -0.0399
H 5.990347 0.036232 0.965698 0.0139 -0.0033 -0.0196
H 5.069126 2.137499 0.331214 0.0102 -0.0061 -0.0163
H 5.270102 4.035872 1.835290 0.0052 -0.0132 -0.0199
H 3.322556 4.737060 3.233049 -0.0098 -0.0148 0.0074
H 1.212152 3.482487 3.033808 -0.0418 -0.0002 -0.0133
H -1.190246 0.334042 2.732756 0.0300 0.0210 -0.0120
H -3.403043 1.323781 3.242975 0.0169 -0.0114 0.0086
H -3.901972 3.662817 2.573428 0.0036 -0.0101 -0.0141
H -2.198425 4.960008 1.327377 0.0146 -0.0030 -0.0190
H -0.021898 3.941166 0.766195 0.0305 -0.0045 0.0367
S 1.014258 -4.588665 3.542635 0.0198 -0.1063 0.0622
C 0.944903 -3.360638 2.372509 -0.1615 -0.5526 0.3831
S -0.188034 -2.085901 2.552063 -0.4489 0.4847 0.1148
S 1.963516 -3.425728 0.997395 0.3520 0.2908 -0.6168
S -7.508629 -3.304733 0.074211 0.2416 0.0803 -0.0230
N -6.942859 -1.783538 -0.089300 -0.0789 -0.3214 0.0344
C -5.629659 -1.879935 -0.173712 -0.1530 -0.2097 0.0224
C -4.715680 -0.778007 -0.331003 0.4466 0.2722 -0.0678
C -5.143626 0.551322 -0.405321 0.0005 -0.1194 0.0121
C -4.210692 1.544962 -0.565978 -0.0208 -0.0660 0.0059
C -2.861972 1.185186 -0.634110 -0.0486 0.1961 -0.0672
N -2.441248 -0.062729 -0.552790 -0.1078 -0.2619 -0.1252
C -3.336818 -1.052262 -0.420638 -0.4647 0.5261 0.0405
C -2.842058 -2.430946 -0.377112 0.0384 -0.7526 0.0644
N -1.524418 -2.635036 -0.521326 -0.3391 0.1769 -0.2012
C -1.057342 -3.867234 -0.440990 0.1234 -0.1891 0.0254
C -1.863641 -4.985062 -0.205422 -0.1034 0.0576 0.0138
C -3.218277 -4.800608 -0.096837 -0.0518 0.0601 0.0068
C -3.733534 -3.503944 -0.190398 0.4613 0.1302 -0.0251
C -5.143900 -3.224007 -0.100508 -0.1754 0.0450 0.0249
N -6.099246 -4.124146 0.036291 -0.3006 0.2248 0.0127
H -6.203637 0.761650 -0.339471 -0.0008 0.0237 0.0065
H -4.498277 2.584834 -0.630689 0.0349 0.0110 -0.0065
H -2.088845 1.933537 -0.778248 0.0105 -0.0400 0.0169
H 0.020854 -3.977260 -0.514843 0.0074 0.0286 0.0390
H -1.412812 -5.961427 -0.100407 0.0377 0.0145 -0.0065
H -3.902718 -5.622951 0.067267 0.0243 -0.0217 0.0195
N 0.419886 -1.015195 -2.842528 0.0176 -0.0170 -0.8592
C 0.702995 0.261935 -3.514544 -0.1914 0.2611 0.1103
C -0.035921 1.412969 -2.775254 -0.0694 0.1205 -0.6293
O -0.612934 2.263176 -3.462292 0.0672 -0.0811 0.1352
O 0.030336 1.344720 -1.511664 -0.5764 2.1733 -1.6068
H 1.008653 -1.754580 -3.207918 -0.0278 -0.0526 0.0290
H -0.544652 -1.273403 -3.027131 0.0168 -0.1042 0.0859
H 0.416742 0.271085 -4.569372 0.0140 0.0616 0.0096
H 1.772546 0.476771 -3.441193 0.0087 -0.0768 0.0311
```
Positions in Å, forces in eV/Å.

Output
Frontier orbital gap ... 0.1353 Ha
Electronic energy ... -3622.2779 a.u.
Total charge ... -2
HOMO ... -0.52 eV

=====

No. 2
ORCA calculation (wB97M-V/def2-TZVPD) on C30H28Cl5F3InNO7P2SSb as an isolated structure.

The geometry in XYZ format:
```
79
Properties=species:S:1:pos:R:3:forces:R:3
In -0.063716 -0.870352 -0.021299 -0.2716 -0.2311 -0.0387
N -3.630580 -2.521981 -0.704221 -0.0027 0.1567 0.1163
C -3.737130 -1.329324 0.239418 0.2414 0.0731 0.0221
C -5.195062 -1.112559 0.626953 -0.0142 -0.1265 -0.0050
P -3.083545 0.123217 -0.700050 0.0546 0.0733 -0.1821
O -2.713745 1.139649 0.494906 -0.0675 -0.0580 -0.0641
O -4.113746 0.641236 -1.606308 0.0167 -0.0913 -0.0017
O -1.760000 -0.401476 -1.282740 0.0653 0.0390 0.4495
P -2.664696 -1.862509 1.677035 -0.0161 -0.0904 0.0749
O -3.489296 -1.336698 2.932200 0.1193 0.0465 -0.0618
O -2.658957 -3.355306 1.576618 -0.0496 0.1013 0.1047
O -1.317896 -1.139638 1.669981 -0.1570 -0.1277 -0.2277
H -4.489077 -2.666560 -1.230328 -0.0629 0.0453 -0.0313
H -3.391799 -3.329899 -0.090508 -0.1316 0.0072 -0.0291
H -2.842341 -2.383046 -1.345924 0.1056 -0.0143 -0.0222
H -5.765244 -0.804829 -0.250622 0.0003 -0.0423 -0.0057
H -5.269479 -0.321160 1.369385 0.0299 0.0038 0.0028
H -5.628095 -2.012115 1.068121 0.0021 0.0012 0.0187
H -3.431657 1.774676 0.631007 0.1298 0.0858 -0.0753
H -3.376681 -1.891232 3.715614 -0.0444 0.0094 -0.0145
F 0.553083 4.544332 5.554528 0.0018 0.0085 0.0135
C 0.516248 3.996743 4.333470 -0.0050 -0.0136 -0.0122
C 0.061442 2.699629 4.201827 -0.0042 -0.0538 0.0103
C 0.021949 2.139720 2.932649 -0.0681 0.0816 -0.0358
C 0.439469 2.877046 1.826209 -0.0165 -0.1214 -0.0994
C 0.903074 4.181102 1.992715 0.0327 -0.0390 0.0286
C 0.936729 4.753007 3.254616 0.0139 0.0674 -0.0516
Sb 0.421924 1.958319 -0.074460 0.0738 0.5953 0.0691
C 2.349767 2.480127 -0.782188 -0.0208 -0.0930 0.0863
C 2.529743 3.257589 -1.922888 0.0303 -0.0697 0.0582
C 3.809648 3.538394 -2.382493 -0.0452 0.0285 -0.0357
C 4.888947 3.029288 -1.686688 -0.0209 0.0083 -0.0287
F 6.125402 3.293823 -2.128810 -0.0015 -0.0061 -0.0110
C 4.744023 2.258224 -0.548864 0.0263 -0.0433 0.0757
C 3.461973 1.985738 -0.098163 -0.0593 0.0517 -0.0623
C -0.823149 3.209916 -1.238267 -0.0387 -0.1773 0.1245
C -1.511437 4.269354 -0.651305 0.0343 -0.0147 -0.0611
C -2.424381 5.004388 -1.392943 -0.0160 0.0237 0.0208
C -2.641413 4.652032 -2.712422 -0.0064 0.0710 0.0652
F -3.539225 5.346294 -3.422680 0.0170 0.0060 -0.0074
C -1.970447 3.612495 -3.322281 0.0410 -0.1179 -0.0827
C -1.059823 2.884022 -2.572132 -0.0049 0.0194 0.0452
H -0.249925 2.149692 5.079980 -0.0055 0.0139 -0.0220
H -0.354881 1.129757 2.809925 0.0163 -0.0177 0.0253
H 1.250454 4.754569 1.140003 -0.0077 -0.0013 0.0256
H 1.282345 5.766272 3.411564 0.0100 -0.0308 0.0077
H 1.672672 3.649904 -2.457733 0.0366 0.0165 -0.0103
H 3.977040 4.141720 -3.265147 0.0010 -0.0137 0.0254
H 5.624020 1.885724 -0.038684 -0.0354 0.0205 -0.0048
H 3.333431 1.390125 0.800854 0.0349 -0.0096 -0.0108
H -1.340870 4.526912 0.387193 -0.0288 0.0042 -0.0021
H -2.969332 5.836309 -0.966132 0.0112 -0.0279 -0.0015
H -2.180389 3.369792 -4.355619 0.0098 0.0142 0.0305
H -0.544898 2.048988 -3.034132 -0.0366 -0.0128 -0.0137
Cl 1.730520 -0.608947 -2.515840 0.0169 -0.0056 -0.1753
C 2.714564 -1.072571 -1.163847 -0.0970 -0.1531 0.3486
C 2.053180 -1.334808 0.027816 -0.1375 0.0266 -0.0147
C 2.804528 -1.691952 1.139361 -0.1166 0.0988 -0.3045
Cl 1.979393 -1.982917 2.633359 -0.0134 -0.0040 -0.0234
C 4.189501 -1.803953 1.060114 0.0372 -0.0107 0.0742
Cl 5.097567 -2.267722 2.438571 0.0427 0.0094 -0.0129
C 4.831858 -1.530152 -0.151933 0.0468 -0.0212 0.0479
Cl 6.538506 -1.635686 -0.253938 -0.0008 0.0056 -0.0056
C 4.094460 -1.161885 -1.277361 0.0172 0.0473 -0.1340
Cl 4.869955 -0.801719 -2.761827 0.0288 0.0078 0.0197
O -0.689013 -2.970279 -0.655947 0.0449 -0.0713 0.1817
S -0.273129 -4.071624 0.359065 0.2739 -0.0065 -0.2568
C -1.305900 -5.496898 -0.088307 -0.0019 -0.0479 0.1844
C -0.353781 -6.654867 -0.358525 0.1153 0.1211 -0.0959
C 0.804650 -6.045534 -1.147955 -0.0461 -0.0154 0.0818
C 1.236192 -4.827991 -0.337252 -0.1242 -0.0573 -0.0165
H -1.818668 -5.173668 -0.996266 -0.0001 -0.0286 -0.0333
H -2.025187 -5.665662 0.710527 0.0339 0.0606 -0.0248
H -0.856394 -7.458077 -0.895342 -0.0197 0.0070 0.0108
H 0.016835 -7.059439 0.586355 -0.0447 -0.0609 -0.0205
H 0.463156 -5.732423 -2.136450 0.0116 -0.0262 -0.0135
H 1.629172 -6.744379 -1.278348 0.0186 0.0122 -0.0233
H 1.755508 -4.056947 -0.903803 -0.0028 0.0530 0.0506
H 1.842082 -5.111332 0.527012 0.0002 0.0318 -0.0334
```
Positions in Å, forces in eV/Å.

Output
Frontier orbital gap ... 0.3317 Ha
Electronic energy ... -5853.3376 a.u.
Total charge ... +1
HOMO ... -11.22 eV